Record 1
ORCA calculation (ωB97M-V/def2-TZVPD) on a cluster of 2 separate species, CHF2IO in total in a non-equilibrium geometry.

Cartesian coordinates (Å):
O (-2.290333, -0.697152, -0.038916)
C (-1.121284, -0.462944, -0.028402)
F (-0.684736, 0.761077, -0.178976)
H (-0.216652, -1.135145, -0.109162)
F (1.795982, 0.820083, 1.094229)
I (2.517020, 0.714082, -0.738772)

Force components x, y, z for each atom (eV/Å):
O 1.41 -0.26 0.50
C -0.86 -1.36 -1.22
F 0.38 1.45 0.17
H -1.10 0.18 0.55
F 0.53 -0.11 -1.25
I -0.37 0.10 1.25

Mulliken charges, unit e, in atom order: atom 1 (O): -0.416, atom 2 (C): 0.407, atom 3 (F): -0.158, atom 4 (H): 0.163, atom 5 (F): -0.418, atom 6 (I): 0.421


Record 2
ORCA calculation (ωB97M-V/def2-TZVPD) on the molecule C24H28N4O2S.

Cartesian coordinates (Å):
C (-2.767250, -0.383383, -2.647311)
O (-2.064771, 0.376842, -1.693215)
C (-2.761705, 0.927821, -0.651354)
C (-4.128557, 0.788822, -0.478082)
C (-4.762067, 1.349289, 0.620018)
C (-4.032970, 2.067271, 1.544072)
C (-2.667796, 2.225141, 1.371474)
C (-2.005896, 1.658901, 0.290276)
N (-0.606397, 1.736150, 0.127446)
C (0.199221, 2.046881, 1.292459)
C (1.592480, 1.428115, 1.093923)
N (2.039499, 1.542956, -0.278014)
C (2.625372, 0.399595, -0.941506)
C (3.616851, -0.224400, -0.002938)
C (3.547031, -1.383497, 0.705534)
C (4.677993, -1.601617, 1.526406)
C (5.588339, -0.601663, 1.438287)
S (5.086771, 0.629278, 0.347255)
C (1.657591, -0.677210, -1.521276)
C (1.226927, -0.354709, -2.954264)
N (0.506652, -0.854512, -0.669643)
C (-0.026588, -2.068927, -0.435697)
O (0.479798, -3.119251, -0.787811)
C (-1.320969, -2.011627, 0.312576)
C (-1.490117, -1.258368, 1.468318)
C (-2.730733, -1.244125, 2.082316)
C (-3.759523, -1.971825, 1.504160)
N (-3.605776, -2.707255, 0.416018)
C (-2.414250, -2.738597, -0.151383)
C (1.395290, 2.587086, -1.020493)
C (-0.149021, 2.488546, -1.036448)
H (-3.491875, 0.229862, -3.192669)
H (-3.278344, -1.233159, -2.186086)
H (-2.011844, -0.750847, -3.340130)
H (-4.713021, 0.224290, -1.185997)
H (-5.826110, 1.218585, 0.741862)
H (-4.519165, 2.515025, 2.397421)
H (-2.113674, 2.806977, 2.091679)
H (-0.258216, 1.611934, 2.182029)
H (0.285540, 3.133188, 1.447788)
H (2.303963, 1.941144, 1.761379)
H (1.572756, 0.374076, 1.378651)
H (3.188499, 0.805674, -1.793606)
H (2.726851, -2.076461, 0.647290)
H (4.799522, -2.468441, 2.150844)
H (6.528654, -0.505786, 1.943532)
H (2.184956, -1.637066, -1.544845)
H (0.623953, -1.175124, -3.337198)
H (0.637172, 0.556010, -2.993963)
H (2.098799, -0.242710, -3.594151)
H (-0.034180, -0.016601, -0.457551)
H (-0.658290, -0.713328, 1.889118)
H (-2.899469, -0.676014, 2.983709)
H (-4.752526, -1.976208, 1.933736)
H (-2.315967, -3.368294, -1.026384)
H (1.679951, 3.542843, -0.559039)
H (1.777408, 2.590897, -2.041645)
H (-0.508732, 1.978028, -1.930484)
H (-0.572847, 3.506220, -1.035530)

Force components x, y, z for each atom (eV/Å):
C -0.15 -0.16 -0.19
O 0.02 0.33 0.49
C 0.02 0.07 -0.11
C 0.08 -0.07 -0.23
C 0.01 0.08 0.10
C -0.19 -0.02 0.05
C 0.17 0.00 -0.14
C -0.20 -0.03 -0.09
N -0.01 -0.06 0.07
C 0.22 -0.07 0.01
C 0.17 0.16 0.32
N -0.25 -0.03 -0.11
C -0.03 -0.25 -0.15
C 0.43 0.13 0.00
C -0.06 0.14 -0.26
C 0.20 0.03 0.16
C 0.02 0.29 -0.17
S -0.32 -0.44 0.16
C 0.34 -0.06 -0.22
C 0.08 -0.14 0.27
N 0.24 0.09 0.03
C -0.08 0.25 0.14
O 0.02 -0.34 -0.16
C -0.22 -0.14 0.18
C -0.07 -0.16 -0.14
C 0.00 -0.09 -0.01
C 0.05 0.19 0.33
N -0.40 -0.28 -0.24
C 0.43 0.04 -0.07
C -0.07 0.21 0.09
C 0.07 0.16 -0.36
H 0.02 -0.02 0.04
H -0.01 0.05 -0.03
H -0.06 -0.01 0.00
H -0.01 -0.09 -0.09
H -0.11 -0.01 0.01
H -0.05 0.04 0.08
H 0.11 0.04 0.05
H 0.02 0.08 -0.01
H -0.09 -0.04 0.06
H -0.12 -0.12 0.08
H -0.04 0.14 0.03
H -0.08 -0.10 0.03
H -0.24 -0.13 -0.10
H 0.06 -0.13 0.12
H 0.20 -0.05 0.13
H -0.09 0.20 0.00
H -0.07 -0.05 -0.07
H -0.09 0.16 -0.05
H 0.08 0.03 -0.11
H -0.06 -0.10 0.07
H 0.10 0.10 0.02
H -0.04 0.05 0.07
H -0.06 0.07 0.11
H 0.11 -0.03 -0.08
H -0.06 0.02 -0.16
H 0.00 0.06 0.00
H 0.04 0.10 0.04
H 0.01 -0.08 0.01

Mulliken charges, unit e, in atom order: atom 1 (C): -1.133, atom 2 (O): -0.163, atom 3 (C): 0.914, atom 4 (C): -0.539, atom 5 (C): -0.759, atom 6 (C): -0.932, atom 7 (C): -0.351, atom 8 (C): -0.849, atom 9 (N): 1.332, atom 10 (C): -1.288, atom 11 (C): -1.038, atom 12 (N): 0.289, atom 13 (C): 0.112, atom 14 (C): -0.350, atom 15 (C): -0.410, atom 16 (C): -0.691, atom 17 (C): -0.509, atom 18 (S): -0.165, atom 19 (C): -0.432, atom 20 (C): -1.713, atom 21 (N): 1.313, atom 22 (C): 0.313, atom 23 (O): -0.714, atom 24 (C): 0.375, atom 25 (C): 0.182, atom 26 (C): -0.752, atom 27 (C): -0.385, atom 28 (N): -0.626, atom 29 (C): -0.646, atom 30 (C): -1.277, atom 31 (C): -0.293, atom 32 (H): 0.405, atom 33 (H): 0.428, atom 34 (H): 0.206, atom 35 (H): 0.444, atom 36 (H): 0.442, atom 37 (H): 0.412, atom 38 (H): 0.513, atom 39 (H): 0.571, atom 40 (H): 0.518, atom 41 (H): 0.391, atom 42 (H): 0.522, atom 43 (H): 0.592, atom 44 (H): 0.477, atom 45 (H): 0.426, atom 46 (H): 0.458, atom 47 (H): 0.838, atom 48 (H): 0.407, atom 49 (H): 0.199, atom 50 (H): 0.457, atom 51 (H): -0.906, atom 52 (H): 0.529, atom 53 (H): 0.446, atom 54 (H): 0.401, atom 55 (H): 0.560, atom 56 (H): 0.416, atom 57 (H): 0.406, atom 58 (H): 0.148, atom 59 (H): 0.479


| no. | E_LUMO (eV) | frontier orbital gap (eV) |
| --- | --- | --- |
| 1 | -2.0 | 8.65 |
| 2 | 0.6 | 8.76 |